ORCA calculation (ωB97M-V/def2-TZVPD) on a structure of composition C29H31P2PtS2Si.

Structure (XYZ):
```
66
C29H31P2PtS2Si, DFT ωB97M-V/def2-TZVPD
Pt 1.2069 -1.1339 -1.2787
S 1.0515 1.1486 -2.1345
P 0.0222 1.2382 -0.3718
C 0.6424 -0.0669 0.4597
P 0.1459 -1.4154 1.2925
S 1.2624 -2.8790 0.3986
C -1.6252 -1.8766 1.1125
C -2.0381 -2.8614 0.2219
C -3.3892 -3.1256 0.0437
C -4.3433 -2.4028 0.7458
C -3.9405 -1.4122 1.6311
C -2.5902 -1.1582 1.8164
C 0.2611 -1.1859 3.0978
C 0.9453 -0.0669 3.5580
C 1.0499 0.1735 4.9222
C 0.4896 -0.7155 5.8279
C -0.1771 -1.8470 5.3714
C -0.2902 -2.0814 4.0103
C -1.7555 1.1821 -0.8313
C -2.2240 0.0371 -1.4764
C -3.5453 -0.0542 -1.8745
C -4.4207 1.0028 -1.6493
C -3.9603 2.1518 -1.0275
C -2.6327 2.2418 -0.6228
C 0.1491 2.7598 0.6187
C -0.5253 2.8215 1.8368
C -0.3404 3.9040 2.6807
C 0.5228 4.9315 2.3152
C 1.2010 4.8701 1.1075
C 1.0169 3.7826 0.2617
H -1.2873 -3.4108 -0.3330
H -3.6961 -3.8962 -0.6532
H -5.3975 -2.6047 0.5996
H -4.6774 -0.8344 2.1756
H -2.2847 -0.3847 2.5131
H 1.3804 0.6071 2.8277
H 1.5727 1.0538 5.2754
H 0.5734 -0.5307 6.8920
H -0.6113 -2.5432 6.0784
H -0.8206 -2.9564 3.6520
H -1.5314 -0.7771 -1.6679
H -3.8937 -0.9550 -2.3644
H -5.4549 0.9303 -1.9637
H -4.6300 2.9865 -0.8578
H -2.2883 3.1513 -0.1475
H -1.1884 2.0128 2.1252
H -0.8641 3.9445 3.6280
H 0.6693 5.7758 2.9777
H 1.8810 5.6643 0.8255
H 1.5547 3.7147 -0.6771
C 4.5667 -0.0156 -2.7678
Si 3.5081 -1.2175 -3.7595
C 4.7492 -2.3004 -4.7075
C 2.5479 -0.2628 -5.0728
C 2.3728 -2.2199 -2.7156
H 5.2016 0.5900 -3.4216
H 5.2178 -0.5704 -2.0862
H 3.9465 0.6509 -2.1667
H 5.3739 -1.7107 -5.3852
H 4.2336 -3.0615 -5.2994
H 5.4104 -2.8194 -4.0079
H 3.2119 0.3309 -5.7073
H 1.8175 0.4105 -4.6207
H 1.9998 -0.9586 -5.7143
H 2.9393 -2.9614 -2.1377
H 1.7284 -2.7942 -3.3991
```

The calculated total energy comes out at -3011.700105 Ha. As for the total charge: -1. For the frontier orbital gap, the calculation gives 6.235 eV. The calculation puts the HOMO energy at -3.65 eV.

=====

ORCA calculation (ωB97M-V/def2-TZVPD) on a structure of composition C29H32AsN2NiO2P.

Structure (XYZ):
```
68
C29H32AsN2NiO2P, DFT ωB97M-V/def2-TZVPD
Ni 0.5367 1.3228 -2.0263
C -0.9776 -1.2165 -2.5251
N -0.1524 -0.1172 -3.0320
C 0.2800 -0.1458 -4.2480
C 1.2141 0.8557 -4.6128
C 1.8981 1.2432 -5.7593
C 2.6747 2.3469 -5.3879
C 2.4209 2.5861 -4.0376
N 1.5456 1.6807 -3.5660
C -0.1069 -2.3277 -1.9954
C 0.0996 -3.4816 -2.7449
C 0.9519 -4.4758 -2.2875
C 1.6173 -4.3171 -1.0792
C 1.4155 -3.1673 -0.3292
C 0.5518 -2.1810 -0.7808
H -1.6058 -1.5855 -3.3404
H -1.6326 -0.8202 -1.7562
H -0.0527 -0.9234 -4.9312
H 1.8364 0.7821 -6.7319
H 3.3443 2.9120 -6.0148
H 2.8378 3.3531 -3.4031
H -0.4158 -3.6077 -3.6908
H 1.0993 -5.3730 -2.8751
H 2.2874 -5.0897 -0.7246
H 1.9256 -3.0387 0.6174
H 0.3776 -1.2894 -0.1906
O -2.4479 1.4096 -1.4524
C -1.7292 1.3463 -0.4737
O -0.4491 1.0702 -0.4958
C -2.2543 1.6145 0.9287
P -1.1258 1.0074 2.2599
C -2.2418 1.2685 3.6995
C -1.9372 2.3154 4.5664
C -2.7576 2.6014 5.6500
C -3.8876 1.8331 5.8837
C -4.1951 0.7795 5.0323
C -3.3790 0.5011 3.9471
C -1.2673 -0.8100 2.0481
C -0.3923 -1.6008 2.7934
C -0.4351 -2.9841 2.7117
C -1.3447 -3.6021 1.8653
C -2.2085 -2.8278 1.1053
C -2.1725 -1.4431 1.1975
H -3.2739 1.2369 1.0146
H -2.3203 2.6994 1.0502
H -1.0459 2.9075 4.3920
H -2.5092 3.4192 6.3144
H -4.5257 2.0492 6.7310
H -5.0729 0.1729 5.2156
H -3.6220 -0.3280 3.2926
H 0.3285 -1.1214 3.4479
H 0.2483 -3.5819 3.3018
H -1.3695 -4.6813 1.7875
H -2.9138 -3.3057 0.4367
H -2.8578 -0.8590 0.5948
C 4.6028 2.3788 -0.3438
As 3.0407 2.3734 0.8465
C 2.6525 0.4633 0.6801
C 1.7591 3.0016 -0.5161
H 4.3850 1.8585 -1.2779
H 5.4372 1.8809 0.1493
H 4.8978 3.4055 -0.5592
H 2.7348 0.1155 -0.3524
H 1.6495 0.2458 1.0467
H 3.3756 -0.0767 1.2926
H 1.9650 4.0269 -0.8215
H 0.7479 2.9407 -0.1264
H 1.9409 2.3739 -1.4104
```

The calculated total energy comes out at -5469.707278 Ha. For the frontier orbital gap (spin up / spin down), the calculation gives 7.884 / 7.885 eV. The calculation puts the HOMO energy (spin up / spin down) at -8.13 / -8.13 eV.

=====

Among the records above, which one has the lowest calculated total energy? C29H32AsN2NiO2P